No. 1
This record from the Open Molecules 2025 dataset describes a molecular structure, C4H9BKO6S in a non-equilibrium geometry. The level of theory is the ωB97M-V functional and the def2-TZVPD basis.

The geometry in ORCA input format:
```
! wB97M-V def2-TZVPD RIJCOSX def2/J DEFGRID3
* xyz 1 1
O 0.79 2.09 -0.23
S -0.18 1.26 0.43
O -0.76 1.74 1.65
O -1.40 1.18 -0.64
C -2.34 0.11 -0.25
C -1.66 -1.22 -0.50
C -0.70 -1.48 0.66
C 0.43 -0.46 0.64
O 1.30 -0.70 -0.40
B 2.60 -0.18 -0.40
O 3.20 0.16 -1.58
O 3.19 -0.12 0.82
H -2.55 0.26 0.81
H -3.26 0.25 -0.83
H -2.40 -2.02 -0.63
H -1.08 -1.15 -1.42
H -1.20 -1.47 1.62
H -0.20 -2.45 0.54
H 0.93 -0.37 1.62
H 2.88 0.97 -1.99
H 4.12 0.11 0.79
K -1.72 3.48 -0.72
*
```

HOMO level: -0.52316 Ha
Max |F|: 1.94 eV Å⁻¹



No. 2
This record from the Open Molecules 2025 dataset describes 2 unconnected molecules or ions with the total composition C5H10N2O. The level of theory is the ωB97M-V functional and the def2-TZVPD basis.

The geometry in ORCA input format:
```
! wB97M-V def2-TZVPD RIJCOSX def2/J DEFGRID3
* xyz 0 1
C -0.76 2.21 1.95
C -0.94 2.21 0.63
C 0.36 0.37 2.73
N 0.33 1.62 2.61
H -1.43 2.77 2.60
H -0.22 1.75 -0.03
H -1.77 2.73 0.18
H 1.21 -0.08 3.23
H -0.43 -0.28 2.36
O 1.12 -2.82 -3.52
C 1.04 -1.81 -2.88
C -0.07 -1.50 -1.90
N 0.51 -0.94 -0.67
H 1.79 -1.00 -2.94
H -0.67 -0.72 -2.37
H -0.70 -2.38 -1.75
H -0.22 -0.46 -0.16
H 0.86 -1.68 -0.08
*
```

SMILES string: C=CN=C.NCC=O
HOMO level: -0.34512 Ha
Max |F|: 0.34 eV Å⁻¹



No. 3
This record from the Open Molecules 2025 dataset describes C5H10 in the gas phase in a non-equilibrium geometry. The level of theory is the ωB97M-V functional and the def2-TZVPD basis.

The geometry in ORCA input format:
```
! wB97M-V def2-TZVPD RIJCOSX def2/J DEFGRID3
* xyz 0 1
C 1.16 1.66 0.06
C 0.09 0.65 0.24
C 0.15 -0.60 1.15
C -0.04 -0.72 -0.33
C -1.32 -1.11 -1.01
H 2.19 1.25 0.35
H 1.00 2.51 0.77
H 1.06 2.09 -0.98
H -0.97 1.07 0.26
H 1.17 -0.85 1.52
H -0.66 -0.84 1.89
H 0.84 -1.00 -0.84
H -1.10 -0.73 -2.09
H -2.21 -0.53 -0.61
H -1.57 -2.26 -0.99
*
```

SMILES string: C[C@@H]1C[C@H]1C
HOMO level: -0.35740 Ha
Max |F|: 3.11 eV Å⁻¹



No. 4
This record from the Open Molecules 2025 dataset describes a gas-phase ion, C5H9N6 (charge +1) in a non-equilibrium geometry. The level of theory is the ωB97M-V functional and the def2-TZVPD basis.

The geometry in ORCA input format:
```
! wB97M-V def2-TZVPD RIJCOSX def2/J DEFGRID3
* xyz 1 1
C -2.34 1.34 3.31
C -0.64 0.82 2.09
C 0.16 0.41 1.01
C -0.07 -1.43 -2.13
C 0.74 -0.70 -1.06
N -1.95 0.83 2.18
N -1.24 1.64 4.02
N 2.07 1.81 0.97
N 1.65 0.76 1.33
N -0.23 1.31 3.24
N -0.16 -0.32 0.00
H -3.37 1.41 3.65
H -0.58 -2.23 -1.71
H -0.61 -0.69 -2.58
H 0.67 -1.94 -2.79
H 1.42 0.18 -1.30
H 1.41 -1.47 -0.52
H 3.11 1.80 1.01
H 0.72 1.30 3.73
H -1.14 -0.66 0.01
*
```

SMILES string: [H]/N=N/C(=[NH+]\CC)c1ncn[nH]1
HOMO level: -0.51634 Ha
Max |F|: 4.84 eV Å⁻¹



Per-record lowest unoccupied orbital energy, eV: -3.537 0.741 1.257 -5.212
Per-record ΔE to the lowest compared entry with this formula, charge and spin, kJ/mol: 0.0 253.6 147.0 150.4
Per-record HOMO-LUMO gap, eV: 10.699 10.132 10.983 8.838